Here is an isolated molecule of C3H6OS at a distorted geometry from OMol25. Energies are from ωB97M-V/def2-TZVPD.

As for the energy relative to the best compared isomer or geometry (same formula, charge and spin): 3.579 eV. The LUMO energy (alpha / beta) is -0.630 / -0.564 eV. The frontier orbital gap (alpha / beta) is 7.2 / 7.5 eV. As for the calculated total energy: -16087.411 eV. The HOMO energy (alpha / beta) comes out at -7.79 / -8.09 eV.

CARTESIAN COORDINATES (ANGSTROEM)
C  -0.186  0.115  -1.467
C  0.552  0.362  -0.260
C  -0.111  -0.090  1.088
O  1.082  3.043  -0.941
S  -0.111  2.373  -0.368
H  0.182  0.316  -2.359
H  -1.227  -0.107  -1.305
H  1.600  0.267  -0.282
H  -1.184  -0.379  0.898
H  -0.095  0.684  1.841
H  0.468  -0.973  1.670

Here is an isolated molecule of C5H7NO from OMol25. Energies are from ωB97M-V/def2-TZVPD.

As for the energy relative to the best compared isomer or geometry (same formula, charge and spin): 2.733 eV. The structure (SMILES) is N=C=CC1COC1. The LUMO energy is 0.903 eV. The frontier orbital gap is 9.9 eV. As for the calculated total energy: -8833.470 eV. The HOMO energy comes out at -8.97 eV.

CARTESIAN COORDINATES (ANGSTROEM)
N  0.929  0.126  2.519
C  0.910  -0.024  1.299
C  0.837  -0.288  0.014
C  -0.383  -0.007  -0.822
C  -1.671  0.408  -0.089
O  -1.654  1.714  -0.678
C  -0.490  1.400  -1.452
H  1.221  1.055  2.824
H  1.729  -0.678  -0.468
H  -0.528  -0.819  -1.541
H  -2.566  -0.159  -0.374
H  -1.605  0.445  1.006
H  -0.697  1.421  -2.529
H  0.349  2.070  -1.227

Here is a 3-piece molecular cluster, C26H52F2N2O11P2 overall at a distorted geometry from OMol25. Energies are from ωB97M-V/def2-TZVPD.

The structure (SMILES) is CC(C)=N[C@@]1(C)OC(=O)[C@](F)(CCCCN)[C@H]1CC(=O)F.CCOP(=O)(OCC)OCC.CCOP(=O)(OCC)OCC. The LUMO energy is 0.416 eV. The frontier orbital gap is 9.3 eV. As for the calculated total energy: -77324.806 eV. The HOMO energy comes out at -8.91 eV.

CARTESIAN COORDINATES (ANGSTROEM)
C  1.449  5.048  -1.835
C  1.996  4.550  -3.146
C  2.588  5.590  -4.060
N  1.947  3.332  -3.526
C  2.639  2.263  -2.925
C  4.066  2.187  -3.461
O  2.823  2.319  -1.458
C  2.288  1.199  -0.910
O  2.712  0.636  0.050
C  1.088  0.828  -1.833
F  0.261  1.919  -1.624
C  0.547  -0.504  -1.365
C  -0.696  -1.061  -2.073
C  -1.775  -0.041  -2.431
C  -2.956  -0.678  -3.179
N  -2.692  -0.776  -4.628
C  1.911  0.901  -3.122
C  1.184  0.714  -4.464
C  1.506  -0.616  -5.077
O  0.931  -1.647  -4.952
F  2.602  -0.562  -5.883
H  2.258  5.062  -1.098
H  0.629  4.433  -1.481
H  1.089  6.073  -1.918
H  3.612  5.774  -3.733
H  2.559  5.248  -5.092
H  2.021  6.523  -4.024
H  4.651  1.473  -2.880
H  4.566  3.152  -3.394
H  4.054  1.864  -4.503
H  0.415  -0.494  -0.284
H  1.364  -1.208  -1.548
H  -0.442  -1.643  -2.960
H  -1.168  -1.760  -1.378
H  -2.168  0.404  -1.509
H  -1.407  0.801  -3.019
H  -3.835  -0.047  -3.039
H  -3.191  -1.665  -2.778
H  -2.553  0.167  -4.974
H  -1.813  -1.267  -4.753
H  2.741  0.193  -3.066
H  1.577  1.472  -5.142
H  0.109  0.843  -4.393
C  3.324  -7.106  3.352
C  4.016  -5.947  4.044
O  4.123  -4.789  3.207
P  2.803  -3.943  2.866
O  2.120  -3.505  4.085
O  3.518  -2.639  2.241
C  3.066  -1.313  2.559
C  4.034  -0.646  3.513
O  2.273  -4.579  1.524
C  2.874  -4.391  0.233
C  4.198  -5.098  0.064
H  2.284  -6.868  3.124
H  3.341  -7.992  3.988
H  3.817  -7.343  2.408
H  3.495  -5.683  4.967
H  5.036  -6.223  4.307
H  2.058  -1.333  2.973
H  3.028  -0.763  1.623
H  4.220  -1.281  4.379
H  3.637  0.310  3.857
H  4.993  -0.472  3.023
H  2.953  -3.332  -0.003
H  2.150  -4.807  -0.469
H  4.989  -4.607  0.628
H  4.476  -5.089  -0.991
H  4.135  -6.132  0.401
C  -6.913  0.553  0.281
C  -5.628  1.341  0.117
O  -5.181  1.935  1.342
P  -4.584  0.982  2.486
O  -3.470  0.178  1.979
O  -3.928  2.128  3.421
C  -2.628  1.955  3.994
C  -1.612  2.811  3.268
O  -5.825  0.628  3.384
C  -6.467  1.530  4.302
C  -7.252  2.631  3.630
H  -6.771  -0.304  0.941
H  -7.260  0.188  -0.686
H  -7.693  1.175  0.722
H  -4.834  0.706  -0.286
H  -5.785  2.159  -0.585
H  -2.333  0.907  3.983
H  -2.704  2.266  5.038
H  -1.659  2.630  2.194
H  -0.602  2.590  3.616
H  -1.816  3.870  3.431
H  -5.748  1.928  5.015
H  -7.146  0.899  4.875
H  -6.595  3.376  3.182
H  -7.875  3.130  4.373
H  -7.893  2.231  2.846